This record from the OMol25 dataset describes a structure of composition H16O8. The level of theory is ωB97M-V/def2-TZVPD.

Results
- ΔE to the lowest compared entry with this formula, charge and spin (kJ/mol) = 880.0
- HOMO-LUMO gap (eV) = 6.8
- LUMO (eV) = -0.63

CARTESIAN COORDINATES (ANGSTROEM)
1 H 0.3451 0.2582 0.3230
2 H 1.3728 -0.8487 0.4927
3 H 3.5808 -3.9372 -1.1935
4 H 3.0024 -2.7014 -1.8630
5 H 5.9870 0.0021 0.2378
6 H 5.2400 1.1014 -0.4996
7 H 0.1935 -2.7186 1.4953
8 H -0.5915 -1.4180 1.5447
9 H -1.7283 1.4683 0.6654
10 H -2.5632 0.3409 0.0806
11 H -3.5307 -1.0007 -0.4903
12 H -4.8727 -1.6557 -0.7730
13 H -2.6990 2.1578 -1.1086
14 H -3.2921 0.8033 -1.4602
15 H 1.3863 3.4533 0.4236
16 H 1.1229 4.2778 -0.8257
17 O 0.4232 -0.6967 0.4284
18 O 2.9701 -3.2068 -1.0430
19 O 5.9598 0.9590 0.1254
20 O -0.6989 -2.3657 1.4054
21 O -2.6400 1.2113 0.4874
22 O -4.0660 -1.7676 -0.2575
23 O -3.4468 1.5819 -0.9136
24 O 1.1295 4.3367 0.1363


This record from the OMol25 dataset describes a structure of composition C15H19Cl2N2O5Ta. The level of theory is ωB97M-V/def2-TZVPD.

Results
- total charge = +4
- HOMO-LUMO gap (alpha / beta) (eV) = 5.4 / 5.4
- LUMO (alpha / beta) (eV) = -15.13 / -15.13

CARTESIAN COORDINATES (ANGSTROEM)
1 Ta 0.3596 -0.1064 -0.1519
2 C -2.7008 1.5314 -3.3830
3 N -3.1290 1.1628 -2.0096
4 C -4.5816 1.3216 -1.7492
5 C -2.3168 0.7610 -1.1114
6 O -1.0136 0.6253 -1.3666
7 C -2.7389 0.3960 0.3009
8 O -1.4877 0.1516 1.0114
9 C -1.4157 0.5538 2.4146
10 C 0.0593 0.7813 2.6597
11 O 0.8256 0.5779 1.5891
12 N 0.5591 1.1407 3.7867
13 C -0.2992 1.3434 4.9795
14 C 2.0082 1.3633 3.9925
15 H -3.1938 2.4686 -3.6349
16 H -3.0437 0.7514 -4.0625
17 H -1.6246 1.6457 -3.4344
18 H -5.1113 1.0380 -2.6560
19 H -4.7865 2.3699 -1.5298
20 H -4.9151 0.6816 -0.9359
21 H -3.3439 -0.5127 0.3206
22 H -3.2828 1.2041 0.7909
23 H -1.8257 -0.2363 3.0475
24 H -1.9811 1.4783 2.5529
25 H -1.3040 1.6482 4.6952
26 H 0.1505 2.1292 5.5820
27 H -0.3189 0.4159 5.5537
28 H 2.5811 0.9864 3.1535
29 H 2.2896 0.8491 4.9103
30 H 2.1647 2.4354 4.1167
31 Cl 5.2249 -4.3037 -3.7408
32 C 4.2555 -3.1316 -2.9874
33 C 4.5309 -1.7698 -3.1796
34 C 3.7782 -0.7278 -2.5689
35 Cl 4.2190 0.8863 -2.8386
36 C 2.7238 -1.0731 -1.7689
37 O 1.9815 -0.1307 -1.1228
38 C 2.3844 -2.4581 -1.5602
39 C 1.3107 -2.8707 -0.8173
40 O 0.4516 -1.9824 -0.2191
41 C 3.1924 -3.4797 -2.1787
42 H 5.3647 -1.4845 -3.8154
43 H 1.0507 -3.9080 -0.6288
44 H 2.9487 -4.5227 -2.0062


This record from the OMol25 dataset describes the ion C14H16O4 with charge -1. The level of theory is ωB97M-V/def2-TZVPD.

Results
- expectation value of S² = 0.767
- total charge = -1
- HOMO-LUMO gap (alpha / beta) (eV) = 3.4 / 7.6
- spin multiplicity = 2
- LUMO (alpha / beta) (eV) = 3.14 / 3.13

CARTESIAN COORDINATES (ANGSTROEM)
1 C 1.1769 1.1370 -4.7153
2 C -0.0970 0.5109 -4.2232
3 O 0.1145 0.1114 -2.8544
4 C -1.0080 -0.3825 -2.2699
5 O -2.1092 -0.4291 -2.7967
6 C -0.7075 -0.7923 -0.9141
7 C -1.7598 -1.1742 -0.1615
8 O -1.8606 -1.0124 1.1457
9 C -1.9681 -2.1530 2.0458
10 C -0.7200 -2.0723 2.8967
11 C 0.3780 -1.4640 2.0100
12 C 0.7408 -0.0142 2.2040
13 C -0.2144 1.0063 2.3163
14 C 0.1281 2.3206 1.9815
15 C 1.4646 2.6505 1.7488
16 C 2.4595 1.6776 1.9333
17 C 2.1019 0.3441 2.1151
18 O 0.9581 -2.1346 1.1730
19 H 1.0885 1.3630 -5.7766
20 H 1.3781 2.0728 -4.1932
21 H 2.0325 0.4753 -4.5809
22 H -0.9277 1.2272 -4.2686
23 H -0.3514 -0.3799 -4.8116
24 H 0.3124 -0.7092 -0.5605
25 H -2.6470 -1.5738 -0.6874
26 H -2.8771 -2.0097 2.6447
27 H -2.0170 -3.1068 1.4943
28 H -0.8924 -1.4376 3.7776
29 H -0.4113 -3.0763 3.2119
30 H -1.2254 0.7632 2.6486
31 H -0.6569 3.0789 1.9110
32 H 1.7352 3.6648 1.4622
33 H 3.5131 1.9530 1.9022
34 H 2.8685 -0.4347 2.1912


This record from the OMol25 dataset describes an isolated molecule of CH4N2O2. The level of theory is ωB97M-V/def2-TZVPD.

Results
- ΔE to the lowest compared entry with this formula, charge and spin (kJ/mol) = 254.5
- HOMO-LUMO gap (eV) = 11.2
- SMILES string = [H]/N=N\OCO
- LUMO (eV) = 0.80

CARTESIAN COORDINATES (ANGSTROEM)
1 H 2.8650 0.0393 -0.6802
2 N 2.5125 -0.3751 0.1917
3 N 1.3125 -0.3519 0.4041
4 O 0.5111 0.4346 -0.4449
5 C -0.8464 0.1043 -0.0872
6 O -1.0908 -1.2184 -0.4048
7 H -1.3948 0.8418 -0.6835
8 H -0.8546 0.1289 1.0720
9 H -0.5717 -1.6517 0.3273


This record from the OMol25 dataset describes a structure of composition C33H29F4N6O2S3Sr. The level of theory is ωB97M-V/def2-TZVPD.

Results
- ΔE to the lowest compared entry with this formula, charge and spin (kJ/mol) = 242.9
- expectation value of S² = 0.756
- total charge = -2
- HOMO-LUMO gap (alpha / beta) (eV) = 5.2 / 5.7
- spin multiplicity = 2
- LUMO (alpha / beta) (eV) = 3.72 / 3.70

CARTESIAN COORDINATES (ANGSTROEM)
1 Sr -0.6349 0.6039 0.2770
2 C -2.7559 -2.7575 -1.9838
3 C -3.1787 -2.9183 -0.5310
4 N -2.0821 -2.7372 0.4089
5 C -0.9762 -3.6741 0.2335
6 C -1.3498 -5.1535 0.3272
7 C -2.5235 -2.6072 1.7963
8 C -1.9243 -1.3813 2.4872
9 N -2.3593 -0.1749 1.8069
10 C -3.0886 0.7735 2.4233
11 C -3.8793 1.6283 1.6060
12 F -3.8833 1.3837 0.2753
13 C -4.6085 2.6825 2.0793
14 F -5.3084 3.4328 1.2063
15 C -4.6587 2.9929 3.4294
16 C -3.9246 2.1719 4.2573
17 F -3.9094 2.4207 5.5873
18 C -3.1847 1.1048 3.7949
19 F -2.4703 0.4021 4.7133
20 H -3.6369 -2.7672 -2.6325
21 H -2.0801 -3.5492 -2.3182
22 H -2.2372 -1.8125 -2.1183
23 H -3.6622 -3.9042 -0.4095
24 H -3.9296 -2.1656 -0.2862
25 H -0.2253 -3.4375 0.9909
26 H -0.4926 -3.4938 -0.7289
27 H -1.8829 -5.3778 1.2571
28 H -0.4437 -5.7631 0.2925
29 H -1.9832 -5.4560 -0.5104
30 H -2.2622 -3.5067 2.3768
31 H -3.6106 -2.5134 1.8263
32 H -0.8248 -1.5037 2.4095
33 H -2.1730 -1.4146 3.5499
34 H -5.2076 3.8454 3.8027
35 O 6.0202 -1.9580 -1.1409
36 C 5.3514 -2.5867 -0.0527
37 C 3.9433 -2.0791 0.0386
38 C 3.2997 -2.0257 1.2710
39 C 1.9927 -1.6012 1.3001
40 N 1.3046 -1.2386 0.2124
41 C 1.9196 -1.2927 -0.9777
42 C 3.2460 -1.7074 -1.0902
43 C 1.1009 -0.9983 -2.2030
44 C 1.8305 -0.9624 -3.6689
45 C 1.3010 0.0833 -4.5319
46 C 2.1497 0.6348 -5.6400
47 O 3.0960 -0.3299 -6.0927
48 C 0.1036 0.6470 -4.2898
49 C -0.4865 0.5288 -2.9863
50 N 0.0290 -0.1065 -1.9964
51 H 6.9093 -2.3161 -1.1950
52 H 5.8647 -2.3930 0.8935
53 H 5.3179 -3.6709 -0.2023
54 H 3.8112 -2.2925 2.1880
55 H 1.4640 -1.5312 2.2469
56 H 3.7306 -1.7551 -2.0531
57 H 2.9048 -1.1010 -3.7378
58 H 2.6622 1.5306 -5.2748
59 H 1.4881 0.9417 -6.4552
60 H 3.6680 0.0956 -6.7358
61 H -0.3039 1.3928 -4.9641
62 H -1.3480 1.1566 -2.7570
63 S -1.3574 3.4070 0.2239
64 C 0.0030 4.2259 0.9557
65 C -0.2309 5.4890 1.5263
66 C 0.7650 6.2670 2.0976
67 C 0.4417 7.5534 2.6601
68 N 0.1848 8.5832 3.1084
69 C 2.0794 5.7756 2.1178
70 C 2.3305 4.5229 1.5766
71 C 1.3364 3.7109 1.0058
72 S 1.8144 2.1496 0.3808
73 C 3.1623 6.5479 2.6728
74 N 4.0380 7.1583 3.1072
75 H -1.2444 5.8675 1.5087
76 H 3.3434 4.1417 1.5923
77 S 1.3097 -3.7446 -3.1269
78 C 1.0059 -2.0930 -3.2082


This record from the OMol25 dataset describes a cluster of 3 separate species, C16H36NO6PS in total. The level of theory is ωB97M-V/def2-TZVPD.

Results
- HOMO-LUMO gap (eV) = 8.2
- SMILES string = CCCPN=C=S.COCCOCCOC.COCCOCCOC
- LUMO (eV) = -0.29

CARTESIAN COORDINATES (ANGSTROEM)
1 C -2.2689 -4.9789 1.0293
2 C -3.3542 -3.7991 0.7985
3 C -3.5895 -3.0466 2.1945
4 P -2.5111 -1.5131 2.4612
5 N -0.8340 -1.7548 1.9270
6 C -0.7445 -1.6733 0.6323
7 S -0.4697 -2.1825 -0.9383
8 H -1.6877 -5.2500 0.0907
9 H -1.6008 -4.6477 1.8898
10 H -2.8555 -5.9054 1.3790
11 H -3.0663 -3.0734 -0.0285
12 H -4.3266 -4.3317 0.4799
13 H -3.4863 -3.7777 3.0656
14 H -4.6803 -2.6674 2.1770
15 H -2.4336 -1.3510 3.9000
16 C -0.3567 1.3477 4.0073
17 O -1.4315 2.2474 3.7936
18 C -2.4987 2.1134 4.7228
19 C -2.9141 3.4591 5.3215
20 O -1.9467 4.1164 6.1401
21 C -0.7422 4.5575 5.5213
22 C -0.8743 5.6536 4.4637
23 O -1.5937 5.2198 3.3154
24 C -2.6600 6.0791 2.9474
25 H -0.4796 0.4748 3.3621
26 H 0.5692 1.8569 3.7286
27 H -0.2662 1.0343 5.0509
28 H -2.2539 1.4157 5.5298
29 H -3.3534 1.7068 4.1706
30 H -3.7670 3.2682 5.9800
31 H -3.2870 4.1373 4.5584
32 H -0.1757 3.7074 5.1415
33 H -0.1321 4.9681 6.3330
34 H 0.1293 5.9279 4.1254
35 H -1.3341 6.5442 4.9156
36 H -3.1344 6.5428 3.8168
37 H -3.4137 5.4742 2.4386
38 H -2.2980 6.8454 2.2577
39 C 2.5938 -2.8735 -2.8367
40 O 2.3477 -2.5971 -4.2051
41 C 1.5924 -1.4143 -4.4351
42 C 2.2413 -0.5115 -5.4866
43 O 3.5047 0.0576 -5.1435
44 C 4.6050 -0.8279 -4.9615
45 C 5.0732 -1.6046 -6.1924
46 O 4.0946 -2.5248 -6.6617
47 C 3.8070 -2.4013 -8.0448
48 H 1.8438 -3.5775 -2.4670
49 H 3.5778 -3.3425 -2.7592
50 H 2.6015 -1.9732 -2.2169
51 H 1.4330 -0.8448 -3.5142
52 H 0.6132 -1.7292 -4.8127
53 H 1.5718 0.3413 -5.6349
54 H 2.2984 -1.0030 -6.4543
55 H 4.4220 -1.4946 -4.1189
56 H 5.4401 -0.1927 -4.6473
57 H 5.9539 -2.1910 -5.9147
58 H 5.3722 -0.8971 -6.9791
59 H 3.8753 -1.3656 -8.3890
60 H 2.7802 -2.7387 -8.2020
61 H 4.4805 -3.0392 -8.6223


Ordered electronic energy results: -16632.890; -55636.581; -22965.819; -8174.048; -91940.037; -51068.489; unit eV.